# C15H32LaNO2P2

C15H32LaNO2P2 as an isolated structure (the ωB97M-V functional and the def2-TZVPD basis, the OMol25 dataset).

Geometry (Å):
1 La 0.047 0.468 0.613
2 P 2.268 -1.143 0.269
3 C 2.374 -1.511 -1.533
4 C 1.041 -1.758 -2.226
5 N -0.082 -1.182 -1.720
6 C -1.255 -1.405 -2.371
7 C -1.337 -2.198 -3.512
8 C -0.175 -2.760 -4.042
9 C 1.034 -2.524 -3.387
10 C -2.543 -0.812 -1.814
11 P -2.328 0.710 -0.800
12 H 1.972 -2.947 -3.753
13 H -2.308 -2.346 -3.989
14 H -0.210 -3.361 -4.938
15 H -3.241 -0.598 -2.636
16 H -3.053 -1.560 -1.185
17 H 2.883 -0.650 -2.010
18 H 3.041 -2.372 -1.676
19 H 1.734 3.915 -2.401
20 O 2.466 3.529 -2.936
21 H 2.366 3.974 -3.791
22 H -1.469 4.856 -0.272
23 O -1.126 5.552 -0.844
24 H -1.559 6.361 -0.492
25 C -2.437 2.051 -2.024
26 H -3.402 2.075 -2.558
27 H -2.294 3.022 -1.516
28 H -1.628 1.929 -2.766
29 C -3.805 0.841 0.261
30 H -3.705 1.761 0.864
31 H -4.744 0.893 -0.311
32 H -3.849 -0.027 0.943
33 C 2.252 -2.776 1.062
34 H 3.159 -3.366 0.851
35 H 2.178 -2.622 2.153
36 H 1.369 -3.343 0.722
37 C 3.844 -0.343 0.700
38 H 3.800 -0.099 1.776
39 H 4.728 -0.971 0.510
40 H 3.934 0.595 0.123
41 C -1.379 1.426 3.067
42 C -0.633 0.107 3.354
43 C -0.995 -0.401 4.766
44 C -0.894 -0.965 2.287
45 H -2.469 1.271 3.079
46 H -1.145 1.974 2.117
47 H -1.128 2.156 3.850
48 H 0.453 0.338 3.377
49 H -2.061 -0.651 4.826
50 H -0.424 -1.303 5.006
51 H -0.769 0.354 5.528
52 H -0.307 -1.882 2.450
53 H -1.966 -1.170 2.147

## Properties
Energy relative to the best compared isomer or geometry (same formula, charge and spin) ... 0.00 kcal per mole
Net charge ... +2
Electronic energy ... -1509.7490 Eh

Atomic partial charges in e from the Mulliken method, atoms 1 to 2: 1.108 0.602

# C30H52CoN8O5P

C30H52CoN8O5P as an isolated structure (the ωB97M-V functional and the def2-TZVPD basis, the OMol25 dataset).

Geometry (Å):
1 Co -0.796 -0.402 -0.796
2 C 0.941 0.202 -3.042
3 N 1.412 1.431 -2.426
4 C 2.741 1.793 -2.929
5 C 1.029 1.910 -1.209
6 N 0.002 1.412 -0.563
7 C -0.504 1.954 0.659
8 C -0.282 3.250 1.130
9 C -0.672 3.637 2.400
10 C -1.279 2.723 3.247
11 C -1.609 1.475 2.755
12 C -1.326 1.118 1.441
13 N -1.800 -0.101 0.878
14 C -2.918 -0.659 1.285
15 N -3.973 0.017 1.835
16 C -4.667 -0.464 3.017
17 C -4.343 1.353 1.396
18 N -3.097 -1.999 1.115
19 C -1.978 -2.851 0.768
20 C -4.414 -2.598 0.955
21 N 1.776 2.974 -0.737
22 C 2.596 2.822 0.453
23 C 1.936 4.188 -1.504
24 H 0.675 0.370 -4.087
25 H 0.063 -0.225 -2.553
26 H 1.721 -0.558 -2.971
27 H 3.058 1.012 -3.615
28 H 3.457 1.831 -2.112
29 H 2.733 2.737 -3.471
30 H 0.223 3.962 0.502
31 H -0.467 4.645 2.733
32 H -1.519 2.984 4.268
33 H -2.119 0.763 3.391
34 H -4.231 -1.399 3.357
35 H -5.731 -0.617 2.823
36 H -4.569 0.275 3.817
37 H -3.826 1.604 0.474
38 H -4.103 2.113 2.141
39 H -5.419 1.370 1.211
40 H -1.076 -2.557 1.292
41 H -1.764 -2.836 -0.313
42 H -2.232 -3.880 1.020
43 H -5.172 -1.825 0.873
44 H -4.662 -3.249 1.795
45 H -4.429 -3.201 0.045
46 H 2.569 1.790 0.792
47 H 2.269 3.485 1.258
48 H 3.632 3.067 0.205
49 H 1.250 4.195 -2.351
50 H 2.957 4.321 -1.877
51 H 1.698 5.055 -0.879
52 N -1.942 3.810 -4.368
53 C -3.023 3.661 -3.558
54 O -3.781 4.556 -3.268
55 C -3.217 2.294 -2.962
56 C -4.505 1.823 -2.767
57 C -4.684 0.590 -2.169
58 C -3.570 -0.096 -1.724
59 N -2.322 0.368 -1.869
60 C -2.154 1.538 -2.502
61 H -1.846 4.698 -4.835
62 H -1.502 3.010 -4.789
63 H -5.346 2.428 -3.077
64 H -5.668 0.169 -2.024
65 H -3.666 -1.057 -1.244
66 H -1.139 1.890 -2.615
67 C 4.242 -2.376 -2.294
68 C 4.040 -2.976 -0.914
69 C 4.123 -4.491 -0.956
70 C 5.017 -2.401 0.096
71 O 2.666 -2.709 -0.497
72 P 2.117 -1.305 -0.010
73 O 2.763 -0.157 -0.683
74 O 0.597 -1.489 -0.225
75 O 2.438 -1.210 1.535
76 C 2.068 -2.091 2.633
77 C 1.946 -3.539 2.185
78 C 0.761 -1.566 3.199
79 C 3.194 -1.940 3.639
80 H 5.236 -2.636 -2.661
81 H 4.150 -1.292 -2.261
82 H 3.506 -2.782 -2.990
83 H 5.125 -4.800 -1.254
84 H 3.408 -4.894 -1.673
85 H 3.908 -4.914 0.024
86 H 6.035 -2.615 -0.235
87 H 4.876 -2.858 1.076
88 H 4.908 -1.322 0.191
89 H 1.238 -3.658 1.366
90 H 1.601 -4.133 3.032
91 H 2.905 -3.935 1.855
92 H -0.025 -1.613 2.448
93 H 0.875 -0.526 3.505
94 H 0.460 -2.157 4.066
95 H 4.140 -2.269 3.211
96 H 2.988 -2.541 4.525
97 H 3.296 -0.898 3.941

## Properties
Energy relative to the best compared isomer or geometry (same formula, charge and spin) ... 0.00 kcal per mole
Net charge ... +1
<S²> ... 0.783
2S+1 ... 2
Electronic energy ... -3712.7060 Eh

Atomic partial charges in e from the Mulliken method, atoms 1 to 2: -0.572 -0.451

# C5H6O2

C5H6O2 as an isolated structure (the ωB97M-V functional and the def2-TZVPD basis, the OMol25 dataset).

Geometry (Å):
1 C 1.303 -0.748 0.316
2 O 0.786 -0.029 1.444
3 C -0.533 0.215 1.235
4 C -0.966 1.198 -0.526
5 O 0.401 1.268 -0.898
6 C 0.423 -0.163 -0.800
7 C -0.965 -0.202 -0.121
8 H 1.055 -1.822 0.373
9 H 2.392 -0.654 0.371
10 H -0.944 0.876 1.979
11 H -1.680 1.625 -1.248
12 H 0.405 -0.559 -1.818
13 H -1.675 -1.003 -0.307

## Properties
Energy relative to the best compared isomer or geometry (same formula, charge and spin) ... 117.79 kcal per mole
Net charge ... 0
Electronic energy ... -344.4142 Eh

Atomic partial charges in e from the Mulliken method, atoms 1 to 2: -0.438 -0.359

# C54H90O39S3

A 15-piece molecular cluster, C54H90O39S3 overall (the ωB97M-V functional and the def2-TZVPD basis, the OMol25 dataset).

Geometry (Å):
1 C -4.703 3.369 -1.663
2 C -5.254 2.027 -1.564
3 C -4.299 0.882 -1.898
4 O -4.504 0.048 -0.781
5 C -5.316 0.543 0.101
6 O -5.513 0.110 1.246
7 O -5.700 1.817 -0.223
8 H -4.519 3.696 -2.686
9 H -3.771 3.459 -1.103
10 H -5.464 4.102 -1.398
11 H -6.081 1.922 -2.267
12 H -3.250 1.168 -1.824
13 H -4.571 0.447 -2.859
14 C 1.481 -5.889 -0.715
15 C 0.696 -5.212 -1.851
16 C 0.961 -5.779 -3.234
17 O -0.344 -5.875 -3.759
18 C -1.263 -5.727 -2.804
19 O -2.441 -5.914 -3.029
20 O -0.711 -5.432 -1.657
21 H 2.533 -5.868 -0.997
22 H 1.177 -6.908 -0.478
23 H 1.293 -5.175 0.087
24 H 0.946 -4.155 -1.934
25 H 1.490 -6.731 -3.180
26 H 1.616 -5.048 -3.708
27 C -1.010 0.352 -5.071
28 C -0.199 1.167 -4.040
29 C 0.689 2.154 -4.725
30 O 0.366 3.384 -4.032
31 C -0.781 3.256 -3.309
32 O -1.420 4.092 -2.653
33 O -1.131 2.014 -3.425
34 H -0.392 -0.292 -5.698
35 H -1.742 0.878 -5.683
36 H -1.638 -0.343 -4.513
37 H 0.328 0.482 -3.376
38 H 0.411 2.297 -5.770
39 H 1.753 1.919 -4.694
40 C -1.362 0.828 0.732
41 C -0.656 0.116 -0.490
42 C 0.408 -0.922 -0.196
43 O 0.163 -1.863 -1.174
44 C -1.041 -1.653 -1.702
45 O -1.563 -2.401 -2.547
46 O -1.632 -0.559 -1.186
47 H -2.295 1.328 0.472
48 H -0.730 1.626 1.122
49 H -1.595 0.117 1.525
50 H -0.203 0.838 -1.170
51 H 0.272 -1.381 0.783
52 H 1.385 -0.466 -0.355
53 C -3.987 -3.443 -5.024
54 C -4.878 -4.056 -3.861
55 C -4.948 -3.081 -2.718
56 O -6.308 -3.028 -2.471
57 C -7.015 -3.514 -3.462
58 O -8.222 -3.459 -3.561
59 O -6.145 -3.958 -4.409
60 H -4.080 -4.085 -5.900
61 H -2.910 -3.446 -4.856
62 H -4.363 -2.473 -5.347
63 H -4.624 -5.051 -3.496
64 H -4.573 -2.086 -2.957
65 H -4.409 -3.427 -1.835
66 C -1.586 4.905 1.612
67 C -0.307 4.971 0.724
68 C 0.986 5.176 1.519
69 O 1.924 4.370 0.879
70 C 1.333 3.488 0.122
71 O 1.874 2.601 -0.473
72 O 0.026 3.776 0.076
73 H -2.416 4.767 0.919
74 H -1.664 5.806 2.221
75 H -1.652 3.943 2.119
76 H -0.338 5.699 -0.086
77 H 0.820 4.988 2.580
78 H 1.242 6.172 1.158
79 C 1.732 -2.386 -4.401
80 C 2.969 -2.466 -3.553
81 C 4.221 -2.568 -4.389
82 O 4.740 -1.258 -4.453
83 C 4.137 -0.502 -3.477
84 O 4.369 0.645 -3.211
85 O 3.097 -1.215 -2.914
86 H 1.749 -1.570 -5.123
87 H 0.784 -2.402 -3.863
88 H 1.745 -3.324 -4.955
89 H 2.880 -3.230 -2.781
90 H 3.926 -2.994 -5.348
91 H 5.031 -3.081 -3.871
92 C -0.959 -2.491 6.148
93 C -1.414 -1.404 5.194
94 C -2.920 -1.004 4.990
95 O -2.834 0.429 5.159
96 C -1.633 0.829 5.321
97 O -1.303 2.014 5.310
98 O -0.825 -0.213 5.561
99 H -1.463 -3.439 5.960
100 H -1.343 -2.130 7.102
101 H 0.110 -2.668 6.266
102 H -1.107 -1.688 4.187
103 H -3.634 -1.476 5.665
104 H -3.298 -1.336 4.023
105 C 4.956 2.524 2.236
106 C 5.936 2.668 1.104
107 C 5.315 2.635 -0.319
108 O 5.995 3.595 -1.011
109 C 6.584 4.420 -0.190
110 O 7.257 5.426 -0.478
111 O 6.436 3.971 1.064
112 H 4.790 1.459 2.401
113 H 3.993 2.960 1.971
114 H 5.376 3.002 3.121
115 H 6.806 2.016 1.173
116 H 4.238 2.706 -0.172
117 H 5.507 1.710 -0.864
118 C 3.403 1.797 6.101
119 C 2.093 1.555 5.311
120 C 1.889 2.554 4.186
121 O 1.684 1.664 3.097
122 C 2.088 0.418 3.359
123 O 2.266 -0.485 2.475
124 O 2.316 0.328 4.685
125 H 3.341 2.736 6.651
126 H 4.249 1.781 5.414
127 H 3.590 0.986 6.805
128 H 1.181 1.559 5.908
129 H 2.720 3.243 4.032
130 H 1.094 3.238 4.480
131 C 0.442 7.380 -3.675
132 C 1.218 6.334 -2.865
133 C 2.473 5.866 -3.598
134 O 3.386 5.643 -2.495
135 C 2.992 6.374 -1.506
136 O 3.610 6.512 -0.433
137 O 1.801 6.921 -1.750
138 H -0.405 7.639 -3.040
139 H 0.103 6.871 -4.577
140 H 0.936 8.334 -3.863
141 H 0.648 5.474 -2.512
142 H 2.761 6.638 -4.311
143 H 2.127 5.047 -4.228
144 C 3.365 -2.749 0.203
145 C 4.539 -3.750 0.188
146 C 5.382 -3.571 -1.049
147 O 6.691 -3.431 -0.603
148 C 6.689 -3.346 0.745
149 O 7.680 -3.159 1.440
150 O 5.443 -3.470 1.196
151 H 2.682 -2.838 -0.642
152 H 3.816 -1.764 0.323
153 H 2.847 -2.915 1.148
154 H 4.152 -4.768 0.237
155 H 5.210 -2.687 -1.663
156 H 5.285 -4.516 -1.585
157 C -6.801 3.489 2.541
158 S -5.071 4.139 2.567
159 O -5.098 5.240 3.599
160 C -4.413 2.634 3.396
161 H -6.668 2.450 2.238
162 H -7.376 4.112 1.856
163 H -7.272 3.496 3.524
164 H -4.220 1.761 2.772
165 H -4.956 2.388 4.308
166 H -3.473 3.031 3.778
167 C 3.230 -3.434 4.789
168 S 2.787 -4.689 3.507
169 O 3.052 -6.071 4.122
170 C 0.964 -4.502 3.762
171 H 2.678 -2.528 4.542
172 H 4.274 -3.122 4.795
173 H 2.931 -3.740 5.792
174 H 0.451 -5.309 3.238
175 H 0.534 -3.565 3.407
176 H 0.768 -4.607 4.829
177 C -2.894 -3.672 0.874
178 S -3.865 -4.208 2.360
179 O -3.288 -3.504 3.593
180 C -5.444 -3.382 1.957
181 H -1.825 -3.761 1.067
182 H -3.153 -2.617 0.785
183 H -3.217 -4.292 0.037
184 H -5.349 -2.314 2.150
185 H -6.139 -3.877 2.636
186 H -5.535 -3.550 0.884

## Properties
Net charge ... 0
Electronic energy ... -6240.5225 Eh

Atomic partial charges in e from the Mulliken method, atoms 1 to 2: -1.330 0.347

Across the entries above, F_max takes the values 2.11, 0.40, 0.99, 5.46 eV Å⁻¹, respectively.